[1]
C17H19N4ORuS4 | ωB97M-V/def2-TZVPD

Element x y z (Å)
C1 -1.815 -2.390 0.280
H1 2.351 0.727 3.026
H2 -1.758 1.634 -3.371
S1 -1.760 -1.504 1.699
H3 -0.735 0.970 -2.163
C2 0.232 4.540 0.675
H4 -4.356 -2.972 1.161
C3 3.402 -0.590 1.700
S2 -0.727 -1.963 -0.919
H5 0.508 -0.880 3.430
C4 -0.044 0.778 -4.100
H6 4.216 0.106 1.536
C5 1.364 -0.071 -2.614
C6 -2.435 3.744 0.593
C7 -0.086 3.185 0.544
C8 3.420 -1.831 1.080
S3 -1.792 1.100 0.278
C9 2.382 -2.734 1.272
S4 1.144 1.959 0.424
Ru1 0.151 -0.092 0.352
H7 -2.898 5.818 0.816
C10 2.343 -0.228 2.519
H8 1.578 -4.138 -0.138
N1 -0.898 1.168 -3.145
C11 -1.417 2.790 0.478
H9 -0.528 6.526 0.883
N2 1.097 0.149 -3.877
H10 3.321 -4.280 0.106
C12 1.321 -2.359 2.096
C13 -0.775 5.478 0.771
O1 -2.663 -3.376 0.028
H11 -3.079 -3.877 2.007
N3 1.557 -0.241 -1.486
C14 2.375 -4.082 0.608
H12 4.248 -2.095 0.433
C15 -3.593 -3.742 1.055
H13 -3.470 3.425 0.568
H14 2.204 -4.879 1.334
N4 -0.351 1.051 -5.384
C16 1.287 -1.115 2.718
C17 -2.112 5.078 0.732
H15 -1.238 1.433 -5.649
H16 0.532 -3.072 2.302
H17 -4.035 -4.676 0.725
H18 0.261 0.685 -6.091
H19 1.273 4.841 0.710

Cartesian forces (eV/Å) of the 6 atoms listed first:
-0.1860 -0.1262 -0.0186
-0.0510 0.0434 -0.0725
-0.0023 0.0041 0.0016
0.7935 0.2866 -0.1859
0.0106 -0.0160 0.0608
0.0188 -0.0020 -0.0066

Results
orbital gap (alpha / beta)	6.14 / 6.85	eV
highest occupied orbital energy (alpha / beta)	-0.2573 / -0.2726	Ha
energy relative to the best compared isomer or geometry (same formula, charge and spin)	175.9	kJ/mol
M	524.70	g/mol
spin multiplicity	2

[2]
C4H12 | ωB97M-V/def2-TZVPD

Element x y z (Å)
H1 3.165 0.426 -2.097
H2 -2.743 -0.511 -0.551
C1 2.333 -0.143 -0.106
C2 -2.595 0.320 1.438
H3 2.831 -1.043 0.265
H4 1.538 0.996 -1.839
C3 -2.048 -0.384 0.180
H5 -1.263 0.245 -0.219
H6 3.039 0.722 0.368
H7 2.063 -0.917 -2.048
H8 -1.462 -1.325 0.468
H9 -3.820 0.719 1.206
C4 2.256 0.120 -1.532
H10 -1.992 1.235 1.696
H11 1.446 -0.152 0.386
H12 -2.748 -0.310 2.384

Cartesian forces (eV/Å) of the 6 atoms listed first:
-0.0458 -0.1756 1.0792
-1.9777 -0.8360 -1.9296
5.1163 2.4196 2.2126
-3.6150 1.1254 0.5206
0.1666 -0.1851 -0.7877
0.7783 -2.0985 0.6677

Results
orbital gap	12.01	eV
SMILES	CC.CC
highest occupied orbital energy	-0.4023	Ha
energy relative to the best compared isomer or geometry (same formula, charge and spin)	176.2	kJ/mol
M	60.14	g/mol

[3]
C11H43BClN15NiO8 | ωB97M-V/def2-TZVPD

Element x y z (Å)
B1 5.466 14.905 -7.137
N1 7.630 15.682 -10.708
H1 4.240 14.360 -9.680
H2 0.338 13.900 -6.143
Ni1 5.365 17.101 -7.550
Cl1 7.117 17.549 -5.733
H3 4.158 14.154 -5.882
O1 3.403 11.425 -5.169
N2 3.509 13.523 -5.435
H4 8.084 11.802 -7.406
H5 7.123 14.836 -10.488
C1 3.455 12.355 -5.900
H6 6.572 12.689 -4.023
N3 3.592 14.900 -10.234
N4 8.835 11.494 -9.603
H7 8.231 18.684 -10.534
H8 0.584 13.415 -8.240
N5 7.478 12.304 -8.039
H9 -1.089 16.563 -8.064
H10 6.248 15.365 -7.720
H11 8.240 15.674 -6.580
H12 3.136 14.569 -11.073
N6 2.255 17.800 -4.674
H13 -0.567 16.299 -3.228
H14 9.199 10.868 -8.898
H15 0.589 14.671 -9.322
H16 8.301 17.619 -11.835
H17 6.786 15.715 -4.319
C2 3.380 16.151 -9.960
H18 2.737 17.564 -11.045
H19 1.761 16.960 -4.939
H20 5.940 14.549 -3.331
H21 8.334 14.773 -8.133
H22 8.137 15.477 -11.557
C3 7.861 14.182 -3.709
H23 -1.687 16.686 -4.410
N7 0.163 14.300 -8.484
H24 4.931 19.008 -5.019
H25 -1.441 14.991 -3.988
H26 1.968 18.436 -3.944
H27 3.233 13.740 -4.488
H28 8.745 11.364 -10.600
O2 0.209 15.795 -5.099
H29 8.116 12.180 -3.336
C4 0.572 15.260 -7.453
H30 1.649 15.359 -7.317
N8 8.088 17.737 -10.855
H31 3.857 13.244 -7.620
O3 7.039 12.822 -10.162
H32 2.114 15.993 -11.540
H33 6.659 12.828 -7.765
H34 3.731 11.467 -7.570
H35 4.566 15.011 -7.723
H36 10.082 14.396 -9.140
C5 10.017 14.939 -7.177
O4 6.798 17.073 -9.169
O5 9.035 14.557 -3.897
N9 7.449 12.902 -3.569
C6 -0.931 15.933 -4.189
C7 7.757 12.266 -9.322
O6 3.538 17.547 -6.564
H37 5.325 15.534 -6.272
C8 -0.138 14.881 -6.134
H38 5.788 13.919 -6.840
H39 11.283 13.791 -8.093
C9 7.430 16.847 -10.179
O7 10.697 15.007 -6.213
N10 10.583 14.497 -8.269
N11 3.926 18.999 -4.917
N12 2.550 16.590 -10.852
O8 4.000 16.775 -9.130
H40 0.492 17.097 -8.761
N13 8.738 15.159 -7.292
H41 3.422 19.247 -4.078
C10 3.197 18.179 -5.548
H42 -1.189 14.871 -6.424
H43 0.191 17.398 -7.075
N14 6.777 14.838 -3.817
C11 -0.023 16.701 -7.885
N15 3.491 12.387 -7.229

Cartesian forces (eV/Å) of the 6 atoms listed first:
-0.0385 -0.0281 -0.5322
-0.4591 -5.2779 -1.4977
-0.1489 -0.1824 -0.2135
-0.6486 -0.6812 1.9105
0.6308 -0.2125 0.3825
-1.2061 0.5961 -0.8281

Results
orbital gap (alpha / beta)	7.98 / 7.60	eV
highest occupied orbital energy (alpha / beta)	-0.2972 / -0.2972	Ha
M	618.52	g/mol
spin multiplicity	3

[4]
CH3O4S | ωB97M-V/def2-TZVPD

Element x y z (Å)
C1 -0.552 -0.753 0.254
S1 1.080 -0.799 -0.109
O1 1.678 -1.948 0.609
O2 1.154 1.884 -0.005
O3 1.514 -0.581 -1.504
H1 1.481 1.608 -0.891
H2 -0.657 -0.245 1.167
H3 -1.127 -0.213 -0.476
O4 1.992 1.029 0.674

Cartesian forces (eV/Å) of the 6 atoms listed first:
0.6387 0.2354 -1.5408
0.9921 -0.9603 0.6708
0.1920 2.0647 -0.7244
-0.0404 0.7320 -1.8557
-0.7639 -0.1300 1.3434
-0.8574 0.9000 0.0673

Results
orbital gap (alpha / beta)	8.19 / 8.19	eV
net charge	-1
highest occupied orbital energy (alpha / beta)	-0.1479 / -0.1479	Ha
energy relative to the best compared isomer or geometry (same formula, charge and spin)	553.7	kJ/mol
M	111.10	g/mol

[5]
C4H30O12 | ωB97M-V/def2-TZVPD

Element x y z (Å)
H1 -0.474 -3.260 0.120
H2 4.183 -0.632 -0.804
H3 2.053 -1.134 0.024
H4 -0.044 2.277 3.092
H5 1.763 3.871 1.703
H6 -3.358 -0.803 2.203
H7 -2.214 -2.593 -1.318
O1 -2.842 -1.055 1.428
H8 -1.806 -0.306 -1.594
H9 -1.803 -0.218 -3.806
C1 -0.957 -0.886 -1.908
H10 3.256 -1.095 -1.916
H11 -0.155 0.433 2.575
C2 -1.277 -2.436 -1.856
H12 1.345 2.058 3.602
H13 1.972 -2.755 -2.751
O2 0.683 2.755 3.529
H14 2.145 0.524 2.175
H15 1.907 -2.539 0.485
O3 3.438 -0.324 -1.335
H16 -3.135 -0.376 0.765
H17 1.508 -0.862 2.361
O4 1.587 0.013 2.785
O5 2.471 -2.046 -3.188
O6 1.558 -1.660 0.678
C3 -0.249 -3.030 -0.930
H18 3.149 2.446 1.112
O7 -1.016 0.857 2.377
O8 3.024 1.523 0.873
O9 1.249 3.941 0.891
O10 0.891 -3.242 -1.321
C4 -0.821 -0.448 -3.407
H19 -1.977 2.309 1.726
H20 -3.528 1.721 0.147
H21 -0.337 -1.211 -4.016
H22 0.420 3.511 1.122
H23 -3.218 3.170 2.037
O11 -2.661 2.865 1.309
H24 -0.015 -0.726 -1.397
O12 -3.968 0.867 -0.041
H25 1.837 -1.526 -3.689
H26 -1.076 -2.880 -2.820
H27 -1.629 0.100 2.240
H28 -4.879 0.927 0.254
H29 3.118 1.489 -0.086
H30 -0.117 0.386 -3.430

Cartesian forces (eV/Å) of the 6 atoms listed first:
-0.3335 0.1804 -0.0079
0.0482 0.3000 0.0520
-0.1112 0.3801 0.1585
0.1114 0.2708 0.3840
-0.4451 0.1288 0.1604
-0.1497 -0.3319 -0.0107

Results
orbital gap	10.63	eV
SMILES	CCCC=O.O.O.O.O.O.O.O.O.O.O.O
highest occupied orbital energy	-0.3814	Ha
energy relative to the best compared isomer or geometry (same formula, charge and spin)	3.7	kJ/mol
M	270.27	g/mol

[6]
C9H12F3N3 | ωB97M-V/def2-TZVPD

Element x y z (Å)
H1 -2.563 -2.225 -1.433
C1 1.901 0.531 0.396
C2 2.454 1.691 -1.236
F1 0.178 -3.994 -0.142
F2 -0.861 -3.659 1.734
H2 0.240 -1.583 2.607
H3 0.433 2.159 1.163
N1 -0.490 -0.859 0.659
N2 2.680 0.526 -0.709
C3 -0.941 -1.931 0.117
H4 1.516 3.435 -0.759
H5 1.886 -1.518 0.496
H6 -2.628 0.249 -0.995
H7 -1.090 -2.138 -2.186
H8 -2.138 -0.100 -2.540
C4 -1.756 -0.188 -1.571
C5 -1.596 -1.683 -1.247
C6 1.702 -0.697 1.190
F3 -1.946 -4.051 -0.142
C7 0.374 -0.792 1.851
C8 -0.928 -3.425 0.417
C9 1.120 1.733 0.498
H9 2.518 -0.875 1.882
H10 0.093 0.251 2.292
H11 -0.830 0.493 -1.311
H12 2.972 1.851 -2.133
N3 1.601 2.503 -0.550

Cartesian forces (eV/Å) of the 6 atoms listed first:
0.4774 0.7137 0.9439
-2.7501 1.6884 1.0560
0.7603 0.2368 -0.2567
-0.0652 0.2471 0.2480
-0.3974 -0.3976 0.0171
0.2089 0.2331 -0.3978

Results
orbital gap	9.09	eV
SMILES	CC/C(=N/CCc1c[nH]cn1)C(F)(F)F
highest occupied orbital energy	-0.3040	Ha
energy relative to the best compared isomer or geometry (same formula, charge and spin)	201.7	kJ/mol
M	219.21	g/mol